51
Properties=species:S:1:pos:R:3:forces:R:3 method="wB97M-V/def2-TZVPD" total_charge=-1 max_force_ev_per_a=3.45 lumo_energy_ev="1.866 / 1.294" orbital_gap_ev="4.38 / 2.88" homo_ev="-2.52 / -1.59" e_tot_ha=-5685.9746 relative_energy_kcal_mol=19.9
Ga -0.075 -1.719 -0.103 -1.03 2.57 -0.77
Br 0.953 -2.904 -3.258 0.18 -0.12 0.20
C 1.925 -3.373 -1.685 -1.97 0.76 0.76
C 3.123 -3.990 -1.792 1.64 -0.82 1.07
C 3.826 -4.329 -0.584 -1.12 0.55 -1.07
C 3.236 -3.992 0.620 0.29 -0.29 0.13
C 2.008 -3.363 0.660 -0.57 0.38 -2.31
N 1.301 -3.061 -0.524 2.90 -1.72 0.72
C 1.390 -2.868 1.908 -1.66 1.06 1.09
O 1.825 -3.149 3.014 0.33 -0.20 -0.49
O 0.327 -2.105 1.713 1.11 -0.94 0.26
H 3.524 -4.219 -2.769 0.04 0.04 0.04
H 4.791 -4.813 -0.627 0.00 -0.01 -0.02
H 3.717 -4.192 1.569 -0.02 0.01 0.00
C 2.485 1.070 -1.437 0.28 0.31 0.15
C 1.328 1.059 -0.422 -0.28 -0.35 -0.13
C 1.905 0.691 0.948 0.06 0.15 -0.08
C 0.304 0.041 -0.848 -0.07 -1.20 0.34
C 0.605 2.415 -0.392 0.20 -0.29 0.04
C 0.184 2.998 0.801 -0.07 0.19 0.01
C -0.556 4.175 0.807 0.04 -0.13 0.01
C -0.887 4.802 -0.383 -0.04 0.07 -0.03
C -0.470 4.237 -1.581 0.01 -0.08 0.02
C 0.261 3.059 -1.582 0.01 0.13 -0.02
H 2.975 0.094 -1.438 -0.07 -0.01 0.05
H 3.223 1.832 -1.168 0.19 0.14 -0.08
H 2.142 1.263 -2.453 -0.04 -0.02 0.03
H 2.470 -0.241 0.865 0.04 -0.01 -0.06
H 1.125 0.518 1.690 -0.03 0.02 -0.04
H 2.583 1.465 1.319 0.05 0.01 0.03
H -0.124 0.235 -1.834 -0.17 0.08 0.08
H 0.417 2.525 1.744 -0.01 0.00 0.00
H -0.884 4.594 1.751 -0.01 0.02 0.02
H -1.470 5.715 -0.379 -0.01 0.01 0.00
H -0.724 4.710 -2.523 -0.01 0.02 -0.02
H 0.553 2.625 -2.530 0.00 0.00 0.02
C -1.999 -2.278 -0.298 0.00 -0.16 0.06
C -2.749 -1.126 0.259 -0.01 0.11 0.06
C -2.934 -0.981 1.641 -0.03 -0.04 -0.13
C -3.517 0.152 2.174 -0.01 0.02 0.03
C -3.935 1.187 1.337 -0.06 0.13 0.13
C -3.760 1.063 -0.040 -0.01 -0.08 -0.10
C -3.180 -0.075 -0.563 -0.07 -0.05 0.02
C -4.534 2.375 1.889 0.13 -0.19 -0.10
N -5.015 3.324 2.327 -0.03 0.01 0.02
H -2.253 -2.474 -1.339 -0.02 -0.01 -0.01
H -2.124 -3.181 0.298 -0.18 -0.07 0.00
H -2.575 -1.761 2.301 0.00 0.00 0.01
H -3.641 0.250 3.244 0.01 0.00 0.00
H -4.070 1.870 -0.692 0.02 -0.01 0.00
H -3.030 -0.152 -1.634 0.04 0.02 0.04